C4H8BN in the gas phase in a non-equilibrium geometry. Source: the OMol25 dataset; level of theory: ωB97M-V/def2-TZVPD.

Max |F|   4.57 eV/A
Relative energy (zero: lowest compared OMol25 entry of this formula, charge and spin)   3.731 eV
LUMO energy   -0.143 eV
Highest occupied orbital energy   -9.24 eV

```
! RIJCOSX wB97M-V def2-TZVPD def2/J DEFGRID3
* xyz 0 1
B 2.72597 0.05355 -0.13643
C 1.10426 0.41218 -0.26266
C -2.03266 -0.63065 0.36718
C -0.29314 0.76499 -0.77855
C -1.62251 0.43119 -0.51750
N 1.39471 -0.55301 0.51634
H 3.30124 0.73638 0.65599
H -1.16444 -1.36823 0.51627
H -2.98716 -1.13777 0.20619
H -2.15636 -0.16791 1.38143
H 3.18642 -0.48262 -0.98109
H 0.87992 -0.84171 1.31646
H -0.06797 1.60716 -1.34044
H -2.26826 1.17645 -0.94318
*
```